No. 1
209
Properties=species:S:1:pos:R:3 method="wB97M-V/def2-TZVPD" gap_ev=7.2 e_homo_ev=-8.13 energy_ev=-167387.671
Pb -1.136 2.511 2.542
S 1.487 4.967 1.883
S 0.371 0.244 0.189
S 2.369 3.382 3.348
S -1.421 -0.974 1.154
F 1.568 2.106 3.898
F 0.581 1.811 -0.045
F 0.136 5.459 1.261
F -2.017 -0.927 2.636
O -4.112 -8.631 -3.666
O 0.008 0.268 -5.652
O -4.506 -3.572 4.010
O 6.812 6.349 0.685
O 4.659 -2.719 -0.500
O 0.496 -5.750 -0.020
O 1.722 0.112 0.636
O -2.576 -1.080 0.360
O -0.832 4.306 -1.518
O 1.741 6.237 2.628
O 1.931 -2.452 4.742
O -0.931 1.526 4.909
O 2.276 4.711 0.627
O 3.476 2.895 2.535
O -0.003 -0.155 -1.139
O -0.700 -2.208 1.191
O 2.752 3.953 4.608
O -3.493 1.764 2.325
O 3.559 6.987 -3.379
O -5.048 1.029 -2.582
N 3.021 3.130 -3.391
N -0.236 -5.049 -3.581
N 0.119 3.577 -3.990
N 6.291 3.135 2.532
N -3.263 -2.294 -2.312
N -3.090 -5.768 -3.667
N 0.889 3.794 2.612
N -2.447 3.931 0.724
N -2.056 4.090 4.514
N 6.619 -1.437 -2.282
N -0.623 0.554 1.298
N -6.551 -1.526 2.998
N 5.504 -2.393 3.819
C 5.998 -0.776 -1.151
C -6.193 -2.711 2.260
C -4.382 -5.374 -1.710
C 8.208 6.654 0.754
C 0.497 -5.151 -2.329
C 3.623 4.369 -5.289
C -6.293 -2.533 0.684
C -5.562 -1.858 -2.945
C 4.337 -2.043 4.478
C -0.545 0.185 5.205
C 4.591 7.270 -2.431
C -3.838 3.447 0.759
C -1.286 3.722 5.671
C 3.646 4.366 -3.753
C -1.521 4.725 6.830
C 4.778 0.050 -1.854
C -4.953 -9.757 -4.021
C 2.905 5.697 -3.153
C -1.320 2.218 6.073
C -3.956 1.914 0.969
C 6.590 3.936 1.392
C 0.538 1.465 -5.199
C 4.570 -3.694 0.549
C -3.489 -4.530 4.205
C -4.091 0.049 -2.099
C 3.060 -2.800 4.009
C 4.204 -0.537 4.270
C 0.864 -3.390 4.727
C -4.406 3.725 -0.628
C -4.737 -3.169 2.657
C -0.132 -5.932 1.137
C -4.201 0.906 3.153
C -1.626 2.839 -5.654
C -0.553 2.408 -4.610
C 5.820 3.255 0.246
C 6.237 5.406 1.624
C -0.343 -5.732 -1.165
C -3.723 -6.511 -2.588
C -5.060 1.358 -3.975
C -4.807 -7.486 -3.259
C 5.600 -1.756 -0.024
C -0.530 -0.607 -4.734
C 0.868 -3.656 -1.982
C -4.121 -1.292 -2.902
H 6.340 -2.342 4.384
H 6.698 2.211 2.507
H -0.433 -1.631 -5.094
H -6.152 -1.424 -3.752
H 4.179 0.631 -1.153
H 5.958 -2.056 -2.730
H 7.316 -2.112 -2.001
H -5.648 0.651 -4.560
H 0.160 -3.220 -1.277
H -5.848 -9.837 -3.405
H 0.009 -3.065 5.321
H -4.654 4.784 -0.551
H 3.320 -3.837 4.222
H -3.697 3.613 -1.448
H -7.492 -1.179 2.883
H 0.643 -3.595 3.680
H 0.120 4.264 -1.433
H -4.385 -10.680 -3.906
H 2.785 -2.693 2.960
H -3.073 0.429 -2.186
H 4.111 -0.615 -2.403
H -0.314 3.846 5.195
H 3.309 -0.124 4.736
H -2.036 3.803 -0.190
H 0.362 -4.825 -4.363
H -3.028 4.082 4.788
H 6.527 5.705 2.631
H -5.279 -4.987 -2.194
H 1.182 -4.359 5.112
H -3.510 -2.362 -1.335
H -1.823 5.073 4.497
H 5.282 3.081 2.520
H -3.347 1.499 0.166
H -0.802 -6.697 -1.380
H -5.462 -7.771 -2.436
H -3.675 -1.155 -3.887
H -5.444 -1.899 0.430
H 0.054 -0.197 4.378
H 7.652 3.726 1.260
H 0.072 -0.021 6.079
H -1.109 1.843 -3.862
H -3.485 -4.839 -3.699
H 5.345 -1.248 0.906
H -1.268 3.575 -6.373
H 4.919 3.835 0.044
H -0.593 2.230 6.885
H -1.655 5.650 6.269
H 6.438 3.349 -0.647
H 1.022 1.982 -6.028
H 5.596 -1.608 3.190
H -3.793 -5.565 4.050
H -3.017 -7.126 -2.031
H -5.394 2.368 -4.211
H -2.325 -1.949 -2.459
H 1.251 1.249 -4.404
H -2.405 4.479 7.418
H 2.022 5.708 -3.791
H 4.438 3.782 -5.712
H 2.664 5.485 -2.112
H -7.234 -2.017 0.494
H -6.487 -1.830 3.959
H 4.505 -2.281 5.528
H 1.382 -5.767 -2.489
H -0.011 -0.624 -3.775
H 5.172 5.629 1.692
H 4.665 -4.661 0.055
H -3.715 -4.557 -1.436
H 5.199 -3.736 1.438
H -0.336 -6.009 -3.880
H 6.505 -2.321 0.197
H -0.637 4.902 7.443
H 6.761 -0.077 -0.810
H -4.637 -5.854 -0.765
H -2.323 1.939 6.395
H -4.240 -0.177 -1.044
H -1.906 2.016 -6.313
H 4.083 7.576 -1.517
H -5.999 -1.698 -1.960
H -1.007 3.992 -2.406
H 3.756 5.434 -5.482
H 8.743 5.705 0.711
H -4.047 1.305 -4.373
H 8.452 7.109 1.714
H -5.269 3.131 -0.931
H -4.070 -2.401 2.265
H -1.459 -0.408 5.231
H 1.834 -3.626 -1.479
H -2.555 3.216 -5.226
H 3.685 2.379 -3.516
H -0.136 4.421 -4.482
H -1.582 -0.454 -4.491
H -3.802 1.053 4.157
H -1.185 -5.141 -0.805
H 0.699 -6.031 1.835
H 2.700 2.989 -2.444
H 1.125 3.534 -4.066
H -4.351 3.997 1.548
H 5.340 7.981 -2.779
H 5.062 0.087 4.522
H -4.274 -0.153 2.907
H -5.590 -2.931 -3.136
H 0.863 -2.943 -2.806
H -5.199 1.267 3.404
H 5.849 2.170 0.342
H 5.126 6.352 -2.186
H 8.582 7.318 -0.025
H -5.340 -7.009 -4.082
H -6.816 -3.514 2.653
H -4.511 -4.091 2.123
H 3.922 -0.380 3.229
H -2.136 -5.586 -3.389
H -3.128 -4.432 5.228
H 4.681 4.283 -3.420
H 2.679 3.997 -5.688
H -5.356 -9.624 -5.025
H -4.980 1.552 0.878
H -6.288 -3.540 0.266
H -0.897 -6.704 1.218
H 3.585 -3.693 1.016
H -0.633 -5.000 1.397
H -2.543 4.934 0.798
H -2.662 -4.193 3.579
H 5.145 0.722 -2.630



No. 2
199
Properties=species:S:1:pos:R:3 method="wB97M-V/def2-TZVPD" gap_ev=8.7 relative_energy_kcal_mol=40.5 e_homo_ev=-8.79 energy_ev=-94814.646
O 2.832 1.083 7.996
O -1.870 -5.895 -0.247
O -6.309 -1.883 0.849
O -5.354 2.901 -3.585
O -2.366 0.618 -6.179
O 0.945 -1.527 1.766
O 0.585 3.873 5.468
O -1.684 0.237 4.192
O -1.487 5.189 -2.481
O -2.989 -4.460 3.635
O 4.935 -4.622 2.836
O 2.161 2.690 -2.692
O -1.642 -2.364 5.043
O 5.304 -1.081 -3.410
O 2.754 0.541 2.095
N 4.157 -0.245 5.765
N -1.205 8.052 -4.894
N 0.625 1.735 3.527
N -3.472 -0.174 -8.590
N 4.925 3.348 -0.362
N -4.307 -4.164 1.222
N 0.998 -6.267 -1.124
N 0.996 -1.460 -1.274
N -5.615 2.751 -0.799
N 6.760 -1.361 2.733
N 3.243 -3.986 -4.799
C 4.896 -1.901 1.395
C -2.430 -7.189 0.078
C 0.653 -2.004 3.084
C -3.519 -0.194 -6.243
C -5.147 -1.786 1.605
C 3.626 2.903 -0.834
C 2.370 1.160 6.690
C 3.308 3.386 -2.230
C 0.463 -0.393 -0.443
C -0.230 3.850 4.302
C -3.987 -2.760 1.147
C -1.745 0.560 -4.941
C 5.559 -2.178 2.681
C -1.208 6.481 -2.959
C -0.625 3.083 1.845
C 0.528 -6.313 0.307
C -0.105 -1.011 0.915
C 2.699 2.195 8.784
C 1.443 3.205 -3.802
C 5.961 -3.652 2.938
C 0.444 4.905 6.351
C -0.624 0.208 -1.211
C -1.305 6.657 -4.484
C -4.347 0.130 -7.539
C -4.201 2.865 -2.730
C 2.195 -1.372 6.459
C 4.937 -2.116 -4.296
C -3.596 -2.555 -0.296
C -5.047 3.195 -4.887
C 2.607 3.340 0.187
C -5.589 -0.678 -7.878
C -4.933 0.563 -1.679
C 3.784 -3.066 -3.807
C 1.725 -5.798 1.203
C 0.366 3.099 3.095
C -0.964 4.935 -1.182
C 4.319 -0.114 -3.141
C -7.323 -0.950 1.334
C -0.706 -5.438 0.435
C 4.094 -4.715 4.014
C 2.705 -0.061 5.910
C -4.570 2.054 -1.487
C 4.082 -3.893 -2.568
C -0.258 5.780 -5.292
H -3.132 -6.848 0.839
H -0.231 6.805 -2.601
H 2.634 -6.392 1.108
H -5.697 0.367 -2.431
H -6.004 -0.358 -8.834
H -0.357 0.531 -2.218
H -6.985 0.085 1.280
H 3.092 2.063 9.793
H -2.555 0.152 -8.319
H 3.052 -3.595 -5.710
H -7.680 -1.130 2.349
H -3.293 -4.290 2.744
H -1.426 -0.523 -1.319
H -0.548 5.092 6.761
H -0.872 -1.765 0.733
H 5.873 -2.668 -4.381
H 0.290 -7.266 0.779
H 4.693 -5.066 4.855
H 3.332 -5.478 3.858
H 1.285 1.244 6.764
H 4.465 0.485 5.139
H 1.752 -1.801 -0.697
H 1.088 4.697 7.206
H -3.059 -1.606 -0.312
H -3.308 2.453 -3.199
H -1.252 3.549 4.532
H 1.270 4.277 -3.703
H -4.546 1.201 -7.519
H 4.870 3.479 0.638
H 2.866 -2.511 -3.615
H -3.934 3.883 -2.445
H -5.519 -2.034 2.599
H -2.629 0.386 4.173
H -2.489 -2.364 5.489
H -1.374 -0.442 -4.724
H 3.898 -2.340 1.384
H -2.897 -7.670 -0.781
H -3.132 -1.209 -6.155
H 7.158 -1.587 3.633
H 0.775 6.048 -5.069
H 4.828 -1.920 3.447
H 6.382 -0.425 2.756
H 5.386 -2.305 0.509
H -4.448 -2.328 -0.935
H 2.269 0.111 4.926
H 1.956 -4.769 0.927
H 1.747 2.674 0.126
H -3.656 2.053 -0.892
H -1.042 1.106 -0.757
H 4.039 -4.598 -4.910
H -2.654 -3.616 3.939
H -3.004 -3.331 -0.780
H 0.843 5.799 5.872
H -0.926 -5.433 1.503
H 4.524 0.751 -2.510
H 2.408 -1.623 7.498
H -0.463 -4.412 0.159
H -1.936 7.135 -2.478
H 3.211 -4.416 -2.174
H 2.328 -0.315 2.096
H -1.576 2.566 1.970
H -0.789 8.203 -5.802
H 0.223 -6.422 -1.752
H 2.291 4.354 -0.058
H -4.389 2.437 -5.311
H -0.189 2.474 1.053
H 0.096 5.180 -1.103
H -5.321 -1.735 -7.887
H -0.279 1.341 3.749
H 1.275 -5.312 -1.305
H 1.422 -5.855 2.248
H 4.496 -3.196 -1.839
H -0.627 -0.164 1.362
H -0.590 8.460 -4.204
H -8.244 -1.140 0.783
H 3.335 2.929 8.290
H -1.455 5.491 -0.384
H -4.038 -0.012 -1.918
H 2.655 2.052 6.132
H 0.505 2.673 -3.958
H -0.771 4.098 1.475
H 3.552 1.817 -0.778
H -4.620 4.193 -4.983
H -5.236 -4.163 0.826
H -5.410 3.736 -0.883
H -1.071 3.877 -0.943
H -6.476 -0.575 -7.253
H 1.199 0.388 -0.251
H 2.570 -2.222 5.890
H -3.438 -1.177 -8.699
H -5.950 3.308 -5.488
H 3.994 0.341 -4.076
H -1.588 -0.653 4.531
H -0.363 4.711 -5.108
H 3.175 4.467 -2.264
H -3.778 -4.653 0.514
H 1.113 -1.490 6.419
H -4.894 -0.732 1.497
H -0.874 1.211 -5.007
H 3.627 -3.738 4.134
H 2.930 3.358 1.228
H -2.315 0.775 -4.037
H 4.559 -0.029 6.666
H 0.471 -1.231 3.831
H 1.557 -2.574 3.297
H -6.407 2.587 -1.405
H 4.656 -1.641 -5.236
H 1.431 -1.182 -2.142
H -4.153 -0.086 -5.363
H 3.449 -0.619 -2.721
H -1.073 -2.887 5.608
H -5.322 0.189 -0.731
H 4.135 3.165 -2.906
H -2.281 6.326 -4.840
H 1.339 3.518 2.839
H 2.074 1.149 2.385
H -0.270 4.868 3.916
H 4.869 -4.636 -2.698
H 4.736 -0.826 1.311
H -1.704 -7.921 0.432
H 4.996 4.262 -0.786
H -0.179 -2.707 3.032
H 1.700 2.593 8.959
H -0.407 5.838 -6.371
H 1.082 1.807 4.425
H 2.057 3.168 -4.701
H 6.327 -3.807 3.953
H 6.774 -3.839 2.236
H -3.080 -2.625 1.737